Entry 1:
{
  "formula": "C23H23ClN5O2ReS",
  "method": "ωB97M-V with the def2-TZVPD basis set",
  "spin_multiplicity": 4,
  "de_lowest_ev": 1.4202,
  "homo_lumo_gap_ev": [7.50, 6.67],
  "total_charge": 1,
  "molar_mass_g_mol": 655.2,
  "e_tot_ev": -61252.3393,
  "s2": 3.766,
  "species": ["Re", "N", "C", "S", "N", "N", "C", "C", "C", "C", "C", "C", "C", "O", "H", "H", "H", "H", "H", "H", "H", "C", "C", "O", "N", "C", "C", "C", "C", "C", "C", "N", "H", "H", "H", "H", "H", "H", "H", "H", "H", "H", "Cl", "C", "C", "C", "C", "C", "C", "C", "H", "H", "H", "H", "H", "H"],
  "positions_angstrom": [[-0.4626, 0.2729, -1.1008], [2.9959, -2.4824, -1.7375], [2.0046, -1.5526, -1.8211], [0.5933, -1.8122, -0.7128], [2.0663, -0.5749, -2.6274], [1.0330, 0.3878, -2.5107], [1.1660, 1.3396, -3.3769], [0.3124, 2.4802, -3.5344], [0.6960, 3.3900, -4.5448], [-0.0321, 4.5167, -4.8195], [-1.1923, 4.7590, -4.0733], [-1.5944, 3.8937, -3.0835], [-0.8584, 2.7371, -2.7845], [-1.3146, 1.9610, -1.8130], [2.7486, -3.4133, -1.4443], [3.7344, -2.4127, -2.4202], [2.0142, 1.2501, -4.0502], [1.5955, 3.1750, -5.1098], [0.2776, 5.2002, -5.5965], [-1.7851, 5.6414, -4.2787], [-2.4943, 4.0734, -2.5101], [2.1436, 1.5944, 2.6207], [1.0283, 1.6797, 1.6157], [1.1809, 1.2925, 0.4522], [-0.1276, 2.2049, 2.0582], [-1.2654, 2.4997, 1.1983], [-2.2847, 1.3871, 1.1676], [-3.4109, 1.4496, 1.9712], [-4.3364, 0.4217, 1.9477], [-4.0973, -0.6641, 1.1237], [-2.9468, -0.6764, 0.3650], [-2.0505, 0.3273, 0.3638], [2.9835, 1.0699, 2.1760], [1.8151, 1.0711, 3.5199], [2.4619, 2.5960, 2.9117], [-0.1746, 2.4849, 3.0239], [-0.9083, 2.7044, 0.1929], [-1.7391, 3.4071, 1.5702], [-3.5604, 2.3158, 2.6017], [-5.2259, 0.4673, 2.5613], [-4.7835, -1.4964, 1.0651], [-2.7138, -1.5143, -0.2780], [0.6915, -7.1763, 3.8582], [0.9024, -5.6987, 2.9801], [2.0020, -4.8960, 3.2439], [2.1632, -3.7179, 2.5358], [1.2396, -3.3268, 1.5689], [1.4599, -1.9986, 0.8877], [0.1482, -4.1474, 1.3201], [-0.0251, -5.3333, 2.0208], [2.7228, -5.1971, 3.9912], [3.0275, -3.0956, 2.7383], [2.5181, -1.8407, 0.6847], [1.1130, -1.1709, 1.5041], [-0.5807, -3.8807, 0.5644], [-0.8746, -5.9721, 1.8232]]
}

***

Entry 2:
{
  "formula": "C23H23FN4O3S",
  "method": "ωB97M-V with the def2-TZVPD basis set",
  "de_lowest_ev": 1.7504,
  "homo_lumo_gap_ev": 8.21,
  "smiles": "Cc1cccnc1NC(=O)c1cccc(S(=O)(=O)N2CCN(c3ccc(F)cc3)CC2)c1",
  "molar_mass_g_mol": 454.5,
  "e_tot_ev": -49880.3554,
  "species": ["C", "C", "C", "C", "C", "N", "C", "N", "C", "O", "C", "C", "C", "C", "C", "S", "O", "O", "N", "C", "C", "N", "C", "C", "C", "C", "F", "C", "C", "C", "C", "C", "H", "H", "H", "H", "H", "H", "H", "H", "H", "H", "H", "H", "H", "H", "H", "H", "H", "H", "H", "H", "H", "H", "H"],
  "positions_angstrom": [[-5.1801, 1.3463, -0.6166], [-4.4836, 1.4106, 0.7065], [-4.7872, 0.4951, 1.7077], [-4.1908, 0.5936, 2.9524], [-3.3215, 1.6484, 3.1736], [-2.9999, 2.5175, 2.2337], [-3.5305, 2.3848, 1.0260], [-3.0827, 3.3360, 0.0904], [-2.4947, 3.1279, -1.1205], [-2.1646, 4.0533, -1.8315], [-2.2760, 1.7023, -1.5168], [-2.4734, 1.3275, -2.8434], [-2.2902, 0.0132, -3.2398], [-1.9121, -0.9437, -2.3099], [-1.6847, -0.5557, -1.0037], [-1.2035, -1.7584, 0.2367], [-1.5155, -3.0679, -0.2520], [-1.7391, -1.3364, 1.4972], [0.4509, -1.6585, 0.3458], [1.0001, -0.4641, 0.9366], [2.4438, -0.7344, 1.3701], [3.1997, -1.1727, 0.2171], [4.5774, -0.9821, 0.1735], [5.3193, -0.6012, 1.2952], [6.6773, -0.3584, 1.2042], [7.3092, -0.5051, -0.0145], [8.6392, -0.2754, -0.1060], [6.6071, -0.8817, -1.1453], [5.2507, -1.1114, -1.0472], [2.6342, -2.3756, -0.3617], [1.1981, -2.1016, -0.8052], [-1.8356, 0.7540, -0.5999], [-6.2388, 1.1438, -0.4631], [-4.7718, 0.5406, -1.2265], [-5.0768, 2.2805, -1.1631], [-5.5025, -0.2887, 1.5055], [-4.4066, -0.1186, 3.7312], [-2.8529, 1.8104, 4.1345], [-2.9866, 4.2780, 0.4510], [-2.7833, 2.0805, -3.5523], [-2.4555, -0.2686, -4.2685], [-1.8013, -1.9841, -2.5716], [0.3793, -0.2114, 1.7961], [0.9931, 0.3693, 0.2164], [2.8694, 0.1946, 1.7500], [2.4398, -1.4923, 2.1683], [4.8447, -0.5065, 2.2583], [7.2469, -0.0680, 2.0728], [7.1216, -0.9808, -2.0879], [4.7016, -1.3763, -1.9372], [3.2314, -2.7018, -1.2110], [2.6152, -3.1840, 0.3862], [0.7217, -3.0108, -1.1714], [1.1945, -1.3358, -1.5970], [-1.6242, 1.0039, 0.4267]]
}

***

Entry 3:
{
  "formula": "C23H23N3O5",
  "method": "ωB97M-V with the def2-TZVPD basis set",
  "de_lowest_ev": 3.4666,
  "homo_lumo_gap_ev": 8.87,
  "smiles": "CCOC(=O)c1ccc(N2C(=O)c3n[nH]c(C)c3[C@H]2c2ccc(OC)cc2OC)cc1",
  "molar_mass_g_mol": 421.5,
  "e_tot_ev": -38932.1117,
  "species": ["C", "C", "O", "C", "O", "C", "C", "C", "C", "N", "C", "O", "C", "N", "N", "C", "C", "C", "C", "C", "C", "C", "C", "O", "C", "C", "C", "O", "C", "C", "C", "H", "H", "H", "H", "H", "H", "H", "H", "H", "H", "H", "H", "H", "H", "H", "H", "H", "H", "H", "H", "H", "H", "H"],
  "positions_angstrom": [[-5.7014, -0.2770, -5.2192], [-5.1216, 0.9283, -4.4920], [-3.8759, 0.6156, -3.8752], [-3.9277, 0.0253, -2.6695], [-4.9626, -0.2148, -2.0915], [-2.5864, -0.2807, -2.1337], [-2.4901, -0.9116, -0.8953], [-1.2617, -1.2190, -0.3541], [-0.0835, -0.9028, -1.0391], [1.1559, -1.1917, -0.4748], [2.3642, -1.2205, -1.1638], [2.5013, -1.1480, -2.3619], [3.3802, -1.3879, -0.1209], [4.6939, -1.4605, -0.0137], [4.9121, -1.5641, 1.2962], [3.7758, -1.5580, 2.0536], [3.7952, -1.6621, 3.5336], [2.7579, -1.4500, 1.1414], [1.2830, -1.3475, 0.9831], [0.6966, -0.1876, 1.7511], [-0.1140, -0.4005, 2.8487], [-0.6543, 0.6469, 3.5768], [-0.3802, 1.9510, 3.1889], [-0.8517, 3.0669, 3.8051], [-1.7172, 2.9129, 4.9047], [0.4456, 2.1849, 2.0884], [0.9926, 1.1342, 1.3726], [1.8188, 1.2832, 0.3074], [2.0838, 2.5753, -0.1814], [-0.1838, -0.2717, -2.2830], [-1.4151, 0.0325, -2.8206], [-6.6148, 0.0101, -5.7324], [-5.9298, -1.0637, -4.5045], [-4.9871, -0.6563, -5.9461], [-5.8210, 1.2776, -3.7247], [-4.8985, 1.7387, -5.1896], [-3.3999, -1.1581, -0.3690], [-1.2264, -1.7121, 0.6029], [5.8598, -1.6315, 1.6347], [4.5980, -1.0567, 3.9506], [2.8462, -1.3172, 3.9356], [3.9497, -2.6956, 3.8453], [0.7937, -2.2793, 1.2992], [-0.3365, -1.4142, 3.1514], [-1.2833, 0.4306, 4.4243], [-1.9797, 3.9227, 5.2159], [-1.2246, 2.3958, 5.7344], [-2.6268, 2.3720, 4.6262], [0.6372, 3.2114, 1.8245], [2.7233, 2.4283, -1.0504], [2.6106, 3.1850, 0.5595], [1.1637, 3.0822, -0.4870], [0.7129, -0.0258, -2.8255], [-1.4775, 0.5240, -3.7786]]
}

***

Entry 4:
{
  "formula": "C23H23N5O3RuS",
  "method": "ωB97M-V with the def2-TZVPD basis set",
  "spin_multiplicity": 2,
  "de_lowest_ev": 0.0000,
  "homo_lumo_gap_ev": [6.80, 6.85],
  "total_charge": -1,
  "molar_mass_g_mol": 550.6,
  "e_tot_ev": -51239.9911,
  "s2": 0.757,
  "species": ["Ru", "C", "C", "C", "C", "C", "C", "C", "C", "C", "S", "C", "N", "H", "H", "H", "H", "H", "H", "H", "H", "O", "C", "N", "C", "N", "C", "C", "C", "O", "N", "C", "O", "H", "H", "H", "H", "H", "C", "H", "H", "H", "N", "C", "C", "C", "C", "C", "C", "H", "H", "H", "H", "H", "H", "H"],
  "positions_angstrom": [[-1.2587, -0.0353, 0.7261], [-3.9172, 1.7038, 1.1822], [-2.8529, 2.1025, 2.1533], [-3.0933, 3.1534, 3.0709], [-2.1348, 3.5279, 3.9568], [-0.8984, 2.8469, 3.9691], [0.1398, 3.1651, 4.8740], [1.3051, 2.4502, 4.8434], [1.4798, 1.4010, 3.9264], [0.4916, 1.0629, 3.0263], [0.6549, -0.2515, 1.8957], [-0.7212, 1.8036, 3.0363], [-1.6986, 1.4622, 2.1317], [-4.8416, 2.2422, 1.3898], [-4.0896, 0.6292, 1.2423], [-3.6016, 1.9128, 0.1599], [-4.0554, 3.6474, 3.0436], [-2.3036, 4.3349, 4.6608], [-0.0083, 3.9706, 5.5830], [2.1041, 2.6866, 5.5360], [2.4029, 0.8345, 3.9218], [-3.6954, -2.7310, 3.3644], [-3.1259, -2.0278, 2.5738], [-2.5840, -1.3435, 1.7766], [0.0470, -4.3656, -2.6822], [-0.7712, -3.2386, -2.2716], [-1.9604, -2.9604, -2.8755], [-2.7360, -1.9321, -2.4916], [-2.2606, -1.1385, -1.3880], [-2.8644, -0.1656, -0.8767], [-1.0746, -1.4375, -0.8134], [-0.2904, -2.4589, -1.2044], [0.7979, -2.7486, -0.7150], [-0.4539, -4.8786, -3.5010], [0.1900, -5.0525, -1.8494], [1.0295, -4.0280, -3.0082], [-2.2363, -3.6252, -3.6837], [-3.6806, -1.7131, -2.9624], [-0.4494, 1.4666, -0.4597], [-0.0201, 2.2915, 0.1196], [-1.2471, 1.8668, -1.0959], [0.3328, 1.0650, -1.1101], [2.7381, -0.5250, -0.8114], [3.4099, -0.4440, -1.9900], [4.3932, 0.5336, -2.2128], [5.0502, 0.6142, -3.4279], [4.7594, -0.2670, -4.4622], [3.7872, -1.2382, -4.2483], [3.1214, -1.3319, -3.0404], [2.9788, 0.0631, -0.0358], [2.0987, -1.2890, -0.6300], [4.6282, 1.2332, -1.4185], [5.8023, 1.3820, -3.5690], [5.2754, -0.1981, -5.4108], [3.5413, -1.9370, -5.0400], [2.3660, -2.0912, -2.8780]]
}